(1)
ORCA calculation (ωB97M-V/def2-TZVPD) on an isolated molecule of C20H30N4O4.

Element x y z (Å)
C -5.56268 -3.30536 0.57742
C 1.32850 -0.64691 -2.22861
C 5.14876 -2.66184 -4.30101
H -6.30083 -0.06667 3.03345
C 1.61909 -0.42559 -4.59613
H -3.84340 -4.51440 -0.00680
H 1.27840 -0.05108 -5.55434
H -2.90873 0.19177 2.80091
C -3.73794 -2.76140 2.23841
C -0.99499 -0.92529 3.09795
H -6.99039 -1.54626 2.33743
C -4.45470 -3.71295 -0.41707
H 2.27562 -0.20331 0.09353
H -0.19908 -1.94957 1.42446
C -4.61281 -2.20240 1.10965
C -6.05238 -1.04936 2.62977
H -4.97166 0.14914 -0.29280
H -5.59802 -1.63915 3.42726
C 0.61570 0.03169 1.41617
H 3.35019 -1.32619 -5.45038
H -4.75525 -3.96777 -1.43123
N -5.12509 -0.90433 1.51881
H -0.70517 0.64046 -4.47334
H -6.57091 -0.58526 -0.02982
H 1.29874 0.61343 2.03247
H -5.89478 -4.05252 1.29322
N 1.27815 -0.29431 0.16598
O -0.54129 0.00552 4.05384
H 0.97674 -1.67455 2.71207
C -2.30438 -0.58864 2.33171
H 5.99924 -3.25069 -3.96874
H -4.15239 -1.62186 -0.96443
H 2.86313 -1.79442 -1.24288
C -5.71248 -0.10300 0.46336
O -3.87334 -3.87901 2.71262
H -2.20058 -0.38023 1.26590
C 0.15172 -1.21943 2.15834
H -0.96800 0.42184 -2.81558
N -2.75738 -1.93899 2.65633
C 2.51181 -1.37571 -2.17777
N -0.30108 0.60202 -3.55240
H 5.51133 -1.75021 -4.78481
C 2.80064 -1.14742 -4.53731
H -1.17167 -3.15150 3.47064
H -6.06630 0.83248 0.89832
C -3.80230 -2.32751 -0.21346
C -1.69650 -2.20665 3.61585
H 4.56823 -3.24530 -5.02145
H -2.03356 -2.13411 4.65502
C 3.25412 -1.63400 -3.31807
O 4.39393 -2.36941 -3.14470
C 0.55518 -0.39567 -0.97616
H -6.41821 -2.86267 0.06486
H -2.71705 -2.25355 -0.14495
H -0.24031 0.66649 1.18636
H -1.27391 0.24223 4.63218
C 0.85173 -0.16700 -3.46238
O -0.67074 -0.30620 -0.95867

## Properties
Energy relative to the best compared isomer or geometry (same formula, charge and spin), kcal per mole: 61.8
LUMO level, hartree: 0.02441
HOMO-LUMO gap, eV: 8.382
Largest force on an atom, hartree/bohr: 0.004
DFT total energy, eV: -35376.6993
SMILES: COc1ccc(N)c(C(=O)NCCC2(O)CN(C(=O)C3(N(C)C)CCC3)C2)c1

Here is what natural (NBO) gives for the atomic charges, in e:
1 C -0.422
2 C -0.122
3 C -0.252
4 H 0.198
5 C -0.249
6 H 0.216
7 H 0.208
8 H 0.199
9 C 0.692
10 C 0.251
11 H 0.172
12 C -0.402
13 H 0.404
14 H 0.222
15 C 0.052
16 C -0.413
17 H 0.204
18 H 0.208
19 C -0.224
20 H 0.219
21 H 0.203
22 N -0.450
23 H 0.373
24 H 0.165
25 H 0.212
26 H 0.232
27 N -0.603
28 O -0.712
29 H 0.216
30 C -0.230
31 H 0.200
32 H 0.209
33 H 0.222
34 C -0.409
35 O -0.633
36 H 0.227
37 C -0.421
38 H 0.416
39 N -0.442
40 C -0.238
41 N -0.811
42 H 0.173
43 C -0.254
44 H 0.210
45 H 0.202
46 C -0.404
47 C -0.221
48 H 0.174
49 H 0.192
50 C 0.259
51 O -0.496
52 C 0.659
53 H 0.199
54 H 0.219
55 H 0.218
56 H 0.471
57 C 0.179
58 O -0.668


(2)
ORCA calculation (ωB97M-V/def2-TZVPD) on a cluster of 5 separate species, C20H30O15 in total in a non-equilibrium geometry.

Element x y z (Å)
H 2.95685 -3.71966 0.89285
C 0.68785 0.94134 -0.41815
H 4.67485 -3.17266 -3.11715
C 3.29785 -1.74466 -2.31315
H 5.13785 -2.76566 -1.64715
C -3.44515 1.80934 4.01285
H -1.44415 2.02134 1.72785
O 0.44885 -3.50766 -2.08215
O -5.16615 -3.24866 1.06185
C -2.46115 2.48834 2.06085
C 1.43285 2.95434 -0.39315
C 3.17785 0.12634 2.71385
H 5.24185 -1.42266 -2.74815
C -5.15615 -2.49466 0.05385
C -5.79715 -1.83366 -1.90015
O 1.79185 0.84134 -1.14615
H 2.22485 -1.50866 0.31285
O 1.25885 -1.92766 -3.37015
C -3.31715 -0.97566 -2.14815
C 1.69985 -1.63066 2.42585
O -0.06715 -0.03566 -0.27815
H -3.24615 -0.15266 -2.94215
H -5.70715 -2.10366 -2.90815
H -2.61715 -0.60166 -1.43515
H -4.93015 0.21934 -1.24115
O 3.56885 -0.46666 1.66285
H -2.81315 4.45834 2.79285
C -3.31215 2.84734 0.82285
O -2.87015 2.88134 4.30985
H 1.03585 3.72234 -1.13515
O 0.38485 2.12134 -0.08415
C -2.32015 3.60134 3.23685
H 2.49285 2.94534 1.30285
H 0.82585 -1.52266 1.93885
H 1.19585 3.98034 1.38085
H -2.83415 3.61634 0.16685
H -1.18215 3.80134 3.27985
H 2.49885 -0.29666 -3.75515
O -5.78315 -2.91466 -1.07415
C -4.68315 -0.79766 -1.42915
H 2.82985 4.65834 0.77785
O 3.40085 1.27234 3.15085
H 2.83785 -1.96866 -4.49415
H 1.82185 -2.65266 3.01485
H -3.16815 -2.04866 -2.42215
C 4.65585 -2.35466 -2.52115
C 1.29685 -2.81366 -2.43115
C 2.63085 -1.41166 -3.69815
H -4.19715 3.20634 1.07185
H 3.36185 2.01134 -0.40015
O 2.08485 -0.54766 3.21785
H -6.77815 -1.40966 -1.85515
H 3.96685 -3.17766 2.41285
C 3.64285 -2.84866 1.31485
C 2.49785 2.05234 -1.06215
H 4.34685 -2.81266 0.54185
H 2.48385 2.42334 -2.02115
H 3.28585 -0.84366 -1.49915
O -3.07715 1.50834 2.86685
C 2.07285 3.71234 0.82185
C 2.87285 -1.56566 1.37285
H -3.59415 2.03134 0.27885
O 2.51385 -2.72766 -1.77215
O -4.64215 -1.32466 -0.06815
O -4.02915 1.09934 4.81085

## Properties
Energy relative to the best compared isomer or geometry (same formula, charge and spin), kcal per mole: 181.6
LUMO level, hartree: -0.00074
HOMO-LUMO gap, eV: 10.002
Largest force on an atom, hartree/bohr: 0.161
DFT total energy, eV: -51932.8751
SMILES: C[C@H]1COC(=O)O1.C[C@H]1COC(=O)O1.C[C@H]1COC(=O)O1.C[C@H]1COC(=O)O1.C[C@H]1COC(=O)O1

Here is what natural (NBO) gives for the atomic charges, in e:
1 H 0.247
2 C 0.964
3 H 0.218
4 C 0.069
5 H 0.221
6 C 0.969
7 H 0.204
8 O -0.557
9 O -0.605
10 C 0.083
11 C 0.080
12 C 0.978
13 H 0.210
14 C 0.959
15 C -0.099
16 O -0.488
17 H 0.205
18 O -0.498
19 C -0.652
20 C -0.069
21 O -0.618
22 H 0.220
23 H 0.188
24 H 0.244
25 H 0.198
26 O -0.475
27 H 0.191
28 C -0.626
29 O -0.475
30 H 0.178
31 O -0.453
32 C -0.107
33 H 0.214
34 H 0.203
35 H 0.218
36 H 0.210
37 H 0.200
38 H 0.210
39 O -0.472
40 C 0.084
41 H 0.247
42 O -0.612
43 H 0.197
44 H 0.178
45 H 0.238
46 C -0.630
47 C 0.975
48 C -0.083
49 H 0.208
50 H 0.211
51 O -0.500
52 H 0.174
53 H 0.216
54 C -0.642
55 C -0.117
56 H 0.218
57 H 0.205
58 H 0.199
59 O -0.479
60 C -0.632
61 C 0.047
62 H 0.223
63 O -0.534
64 O -0.478
65 O -0.603


(3)
ORCA calculation (ωB97M-V/def2-TZVPD) on a structure of composition C20H31AuB2N7S in a non-equilibrium geometry.

Element x y z (Å)
N 1.54381 0.72876 2.37659
H -4.29287 0.87790 2.37596
H -5.13568 -1.74326 2.28679
H -2.24241 2.03930 3.67864
H 0.21641 2.26100 3.29550
H -2.97026 -3.27470 2.09291
H 0.17715 0.68712 5.40816
C 1.09947 3.09225 -3.08815
C 2.52229 0.84652 3.29690
C 3.93405 -1.49951 0.85331
H -5.51180 -2.36673 0.67519
H -3.42176 -1.29801 -0.20006
H -0.60804 4.79752 -0.81631
H -0.39170 4.13018 1.83195
C -2.78234 -0.54521 1.66404
N -1.01746 0.47482 2.76483
C -0.63002 -0.65520 3.73770
C 3.47577 -2.92761 1.17033
H 1.22895 4.11484 -2.73207
H 2.83365 -1.37579 -1.01457
N -0.04998 1.63921 -0.18017
H -5.48479 -0.62579 0.95506
C -0.24819 2.61600 -1.06443
C -0.42934 3.82761 -0.38054
H 4.11001 -3.65983 0.66339
H -1.28140 0.58945 -2.71572
C -0.37782 1.06469 -3.10201
N -0.95504 -1.59012 2.91311
C 3.84705 -1.20754 -0.64479
N -0.10086 2.19304 1.06942
B 0.21395 1.46647 2.40158
C -3.51397 -1.57126 0.85960
H -3.49651 -3.68994 0.44769
C 3.15998 -0.51568 1.68534
H -1.88331 -3.02044 0.73613
C -3.26408 0.55001 2.36102
H 4.11406 -0.17164 -0.86068
H 3.51591 -3.12012 2.24292
H 0.47750 0.43876 -2.83795
H 1.10476 3.10583 -4.18012
H 4.52235 -0.07092 3.39579
H 1.95306 2.50182 -2.74525
S 0.23459 -3.32988 -2.05127
H 2.44340 -3.07538 0.84337
C -5.00157 -1.56905 1.21703
H -1.00001 -0.84584 5.94853
N 1.93296 -0.11432 1.38524
C 3.57678 0.06698 2.89682
C -2.92788 -2.97449 1.04502
H 4.97745 -1.39973 1.15934
C -0.32427 3.51033 0.95194
C -0.20772 2.48027 -2.56589
H 2.38220 1.46376 4.16908
B -0.08959 -0.48732 5.21565
H 4.52098 -1.86480 -1.19939
H -1.03629 3.08512 -2.94222
C -2.24777 1.17316 3.03930
Au 0.24977 -0.48732 -0.28912
N -1.37779 -0.64105 1.86584
C 0.13365 -2.32527 -0.93044
H 0.85000 -1.24516 5.36622
H -0.44613 1.09259 -4.19155

## Properties
Multiplicity: 2
Energy relative to the best compared isomer or geometry (same formula, charge and spin), kcal per mole: 106.5
LUMO level (alpha / beta), hartree: -0.04676 / -0.04683
HOMO-LUMO gap (alpha / beta), eV: 5.687 / 7.162
Largest force on an atom, hartree/bohr: 0.031
DFT total energy, eV: -47550.1183
⟨S²⟩: 0.773

Here is what natural (NBO) gives for the atomic charges, in e:
1 N -0.371
2 H 0.240
3 H 0.214
4 H 0.240
5 H -0.013
6 H 0.228
7 H -0.023
8 C -0.590
9 C 0.032
10 C -0.249
11 H 0.215
12 H 0.214
13 H 0.233
14 H 0.231
15 C 0.191
16 N -0.350
17 C 0.391
18 C -0.591
19 H 0.214
20 H 0.197
21 N -0.403
22 H 0.206
23 C 0.206
24 C -0.352
25 H 0.203
26 H 0.218
27 C -0.607
28 N -0.341
29 C -0.595
30 N -0.336
31 B 0.587
32 C -0.268
33 H 0.206
34 C 0.185
35 H 0.214
36 C -0.267
37 H 0.215
38 H 0.223
39 H 0.208
40 H 0.210
41 H 0.229
42 H 0.210
43 S 0.339
44 H 0.202
45 C -0.596
46 H 0.022
47 N -0.403
48 C -0.349
49 C -0.598
50 H 0.209
51 C 0.026
52 C -0.253
53 H 0.238
54 B -0.537
55 H 0.208
56 H 0.214
57 C -0.025
58 Au 0.800
59 N -0.179
60 C -0.355
61 H 0.018
62 H 0.215